Entry from the Open Molecules 2025 dataset: 2 unconnected molecules or ions with the total composition C4H12NO (the ωB97M-V functional and the def2-TZVPD basis).

The geometry in XYZ format:
```
18
Properties=species:S:1:pos:R:3:forces:R:3:mulliken_charge:R:1
C -0.0260 -0.7643 -2.7068 0.57 -1.86 -0.82 -0.979
C -0.2387 -1.5417 -1.3610 -0.87 1.18 -1.41 -0.520
C 0.2491 -0.7161 -0.2029 -1.32 -1.76 0.18 -0.361
C -0.6207 -0.2443 0.6831 2.45 0.13 0.57 -0.190
N -0.0858 0.0793 2.0695 -1.86 1.31 0.07 -0.247
H 1.0633 -0.8644 -3.0742 -1.78 0.75 0.54 0.291
H -0.4872 0.2390 -2.7037 0.82 -0.25 0.29 0.319
H -0.6686 -1.3173 -3.4223 0.65 0.26 -0.01 0.316
H 0.2055 -2.5772 -1.3523 -0.17 1.23 -0.01 0.337
H -1.3510 -1.6772 -1.3282 0.93 0.02 0.52 0.290
H 1.3008 -0.7232 -0.0122 0.59 -0.29 0.43 0.352
H -1.5347 0.2590 0.4494 -0.90 -0.63 0.32 0.397
H -0.0475 1.1274 2.1016 1.02 -0.18 0.39 0.280
H -0.8399 -0.1381 2.7261 -0.03 -0.18 -0.03 0.393
H 0.7313 -0.3960 2.4784 -0.03 0.26 -1.00 0.352
H 0.2605 3.5042 1.4950 -0.31 -0.06 0.08 0.339
H 1.5206 2.9571 2.0884 0.06 -0.17 0.23 0.333
O 0.5691 2.7937 2.0720 0.17 0.25 -0.33 -0.701
```
Forces are in eV/Å.

Summary:
Orbital gap (eV): 10.6
Charge: +1
Electronic energy (hartree): -289.3060
Relative energy (zero: lowest compared OMol25 entry of this formula, charge and spin) (eV): 1.8729